(one)
Formula: BrFS
Source: the OMol25 dataset
Level of theory: wB97M-V/def2-TZVPD

multiplicity = 1
LUMO level = -2.660 eV
SMILES string = FSBr
frontier orbital gap = 7.4 eV
highest occupied orbital energy = -10.09 eV
molecular weight = 131.0 g/mol

Each line ends with the natural charge from an NBO analysis.
Element x y z (Å)
1 F 0.05459 -1.51731 -0.32515  -0.460
2 S 0.22924 -0.36237 0.77811  0.619
3 Br -0.28384 1.87968 -0.45296  -0.159

(two)
Formula: BrFS
Source: the OMol25 dataset
Level of theory: wB97M-V/def2-TZVPD

multiplicity = 1
LUMO level (alpha / beta) = -2.926 / -3.035 eV
frontier orbital gap (alpha / beta) = 6.9 / 6.7 eV
highest occupied orbital energy (alpha / beta) = -9.78 / -9.74 eV
molecular weight = 131.0 g/mol

Each line ends with the natural charge from an NBO analysis.
Element x y z (Å)
1 F 1.19377 1.20955 0.15229  -0.542
2 S -1.24409 -0.78604 -0.83052  -0.119
3 Br 0.05032 -0.42351 0.67823  0.662

Most stable: (one) (next structure +40.2 kcal/mol)